# 1
Molecular formula: C4H41N3O14
Method: DFT, the ωB97M-V functional and the def2-TZVPD basis

Properties
Total charge: +2
Molar mass: 355.379 g mol⁻¹
Spin multiplicity: 1
Kohn-Sham gap: 9.38 eV
Largest force on an atom: 8.26 eV/Å

Each line ends with the Löwdin charge.
Element x y z (Å)
C (-0.56763, -1.65811, 2.32160)  -0.1224
C (0.07981, -2.57598, 1.28396)  -0.1279
C (-0.38470, -2.21550, -0.11749)  -0.3381
C (-0.11886, -0.98413, -0.62468)  -0.1167
N (-0.61133, -0.43092, -1.82753)  0.1415
N (-1.23285, -3.07949, -0.79037)  0.0993
N (0.32194, -1.14434, 3.50417)  0.2177
H (-0.97190, -0.75750, 1.83591)  0.0711
H (-1.53344, -2.25982, 2.59352)  0.1584
H (-0.21264, -3.62623, 1.52946)  0.1273
H (1.25248, -2.54162, 1.22473)  0.1424
H (0.39492, -0.18740, -0.10579)  0.1270
H (-0.53784, -1.03924, -2.72336)  0.1561
H (-1.68224, -0.16129, -1.84792)  0.1284
H (0.04841, 0.31324, -2.09931)  0.1072
H (-1.95601, -2.70995, -1.44070)  0.1083
H (-1.30326, -4.15185, -0.54587)  0.1719
H (0.45139, -0.06692, 3.43339)  0.1331
H (1.20917, -1.61904, 3.36597)  0.0966
H (-0.08440, -1.36120, 4.35422)  0.1271
H (-3.77504, 1.07751, 0.90476)  -0.0155
H (-5.18020, 1.50360, 0.69364)  0.0061
O (-4.53036, 0.97750, 0.42258)  0.0558
H (1.76266, 5.37698, 0.30278)  0.0649
H (0.37625, 5.54612, 0.72218)  0.0388
O (0.93031, 4.87274, 0.33266)  -0.0482
H (0.87705, 3.17997, -1.13796)  -0.0616
H (2.30984, 2.48443, -1.27915)  0.0494
O (1.34606, 2.66793, -1.73260)  -0.1098
H (-4.51601, -0.87473, 2.44552)  0.0440
H (-3.79082, -0.95420, 1.17588)  -0.0712
O (-3.69597, -0.91441, 2.02350)  0.0499
H (-3.98394, -0.27333, -2.82439)  0.0636
H (-3.92368, 0.47171, -1.51657)  0.0456
O (-3.36062, 0.03502, -2.18608)  -0.0297
H (-1.76823, 3.21504, -0.62908)  0.0688
H (-1.68635, 1.92769, -1.04756)  0.0832
O (-1.70786, 2.39336, -0.14784)  -0.0455
H (3.20054, -0.49738, -1.98386)  -0.0240
H (2.78649, -1.30101, -0.80554)  -0.0247
O (3.14901, -0.47362, -1.10658)  0.0011
H (4.22159, 3.06342, -1.26181)  0.0934
H (4.12481, 1.53544, -0.73899)  0.0721
O (3.73445, 2.44516, -0.68794)  -0.0406
H (0.54377, 2.23825, -3.52501)  0.0132
H (0.29226, 1.48138, -4.88430)  0.1112
O (0.07014, 1.46001, -3.87890)  -0.1160
H (-1.43917, 2.11447, 2.90844)  0.1128
H (-1.14377, 1.77907, 1.41868)  0.0019
O (-1.08634, 1.40051, 2.30764)  -0.0697
H (-0.64139, -2.61437, -4.27706)  0.0031
H (-0.11585, -3.83960, -3.61733)  0.0793
O (-0.00875, -2.86766, -3.67041)  -0.0250
H (1.91980, 2.01539, 3.82359)  0.0810
H (0.74117, 1.79188, 2.82174)  -0.0601
O (1.46582, 1.47015, 3.20445)  0.0216
H (2.79041, -0.13275, 2.53053)  0.0802
H (3.91943, -1.10789, 2.72689)  0.0687
O (2.99071, -1.02675, 2.99616)  -0.0885
H (3.71268, -3.60991, -0.95208)  0.1060
H (2.19769, -3.56903, -1.21402)  0.0660
O (2.91806, -3.02417, -0.84395)  -0.0600



# 2
Molecular formula: C39H40N5O9P2S3Tc
Method: DFT, the ωB97M-V functional and the def2-TZVPD basis

Properties
Total charge: +1
Molar mass: 978.924 g mol⁻¹
Spin multiplicity: 4
Kohn-Sham gap (spin up / spin down): 7.16 / 6.56 eV
Largest force on an atom: 0.98 eV/Å

Each line ends with the Löwdin spin population.
Element x y z (Å)
Tc (-0.77590, -0.05784, 0.53514)  2.6357
S (-1.19947, -0.37006, 2.88023)  0.0400
C (-2.87493, -0.07563, 2.56459)  0.0114
S (-3.16803, -0.12379, 0.85706)  -0.0126
C (-3.78624, 0.23594, 3.52219)  0.0232
C (-5.16052, 0.44374, 3.18389)  0.0007
N (-6.26531, 0.58740, 2.89205)  0.0092
C (-3.34573, 0.43791, 4.87027)  0.0018
N (-2.97129, 0.64785, 5.93934)  0.0097
C (-2.60802, 2.92980, 0.59664)  -0.0002
P (-0.89514, 2.40116, 0.94306)  -0.0087
C (0.00149, 3.45609, -0.25814)  -0.0012
C (-0.49334, 3.26559, 2.52001)  -0.0017
C (-1.27469, 4.39300, 2.79953)  -0.0013
C (-1.07196, 5.14993, 3.93783)  0.0000
C (-0.07527, 4.79686, 4.83130)  -0.0006
C (0.72976, 3.70722, 4.55172)  0.0003
C (0.55274, 2.93743, 3.39950)  -0.0006
P (1.78672, 1.62445, 3.04414)  0.0058
C (1.98302, 0.83815, 4.70407)  0.0010
C (3.32191, 2.65405, 3.01083)  0.0013
H (-2.64901, 4.00056, 0.41231)  -0.0011
H (-3.26860, 2.67256, 1.42082)  0.0009
H (-2.94634, 2.40922, -0.29631)  -0.0003
H (-0.48449, 4.42992, -0.28691)  -0.0007
H (-0.03576, 3.00588, -1.25242)  -0.0002
H (1.03434, 3.58514, 0.05238)  0.0001
H (-2.07388, 4.68305, 2.13180)  -0.0002
H (-1.69913, 6.01133, 4.13105)  0.0000
H (0.08522, 5.37343, 5.73378)  0.0000
H (1.52510, 3.45230, 5.24237)  0.0000
H (2.65317, 1.41031, 5.34757)  0.0002
H (2.39875, -0.16352, 4.57533)  0.0001
H (1.01070, 0.74467, 5.18600)  -0.0001
H (3.40385, 3.28844, 3.89440)  0.0002
H (3.32696, 3.29057, 2.12356)  0.0000
H (4.18868, 1.98980, 2.97557)  0.0000
C (1.03624, -4.81223, -1.85303)  0.0000
O (0.63936, -4.61816, -0.49352)  0.0009
C (1.42332, -3.88682, 0.31016)  0.0010
C (2.70501, -3.45832, -0.02478)  0.0002
C (3.50219, -2.81758, 0.90580)  0.0016
C (3.02930, -2.55975, 2.18541)  -0.0002
C (1.75500, -2.97239, 2.52088)  0.0011
C (0.94778, -3.63141, 1.60132)  0.0005
N (-0.27126, -4.17290, 2.09783)  0.0076
C (-1.41722, -4.52245, 1.55092)  0.0087
C (-2.06774, -4.11637, 0.36886)  0.0077
C (-3.10743, -4.96135, -0.09873)  0.0013
C (-3.89550, -4.61042, -1.15210)  0.0090
C (-3.70630, -3.34803, -1.74249)  -0.0003
C (-2.73573, -2.49117, -1.29231)  0.0122
C (-1.85861, -2.84574, -0.24213)  0.0018
O (-0.95762, -2.03891, 0.24602)  0.0883
H (0.20139, -5.31237, -2.33359)  0.0000
H (1.92071, -5.44803, -1.91426)  0.0000
H (1.22096, -3.85480, -2.33783)  0.0000
H (3.08931, -3.66298, -1.01467)  0.0000
H (4.51641, -2.54829, 0.63797)  0.0001
H (3.65187, -2.06516, 2.91965)  0.0000
H (1.37098, -2.80575, 3.52346)  0.0001
H (-0.19940, -4.41120, 3.07651)  0.0002
H (-1.97800, -5.21188, 2.17692)  0.0003
H (-3.25013, -5.92058, 0.38882)  -0.0001
H (-4.66982, -5.27238, -1.51522)  0.0005
H (-4.35635, -3.03588, -2.55154)  -0.0001
H (-2.63328, -1.51107, -1.72952)  0.0001
O (0.11921, -1.13777, -2.43964)  0.0112
C (-0.55773, -0.12619, -2.48559)  0.0090
O (-0.95476, 0.59717, -1.46645)  0.0511
C (-0.99661, 0.41238, -3.81809)  0.0000
C (-1.38490, 1.73417, -3.96530)  0.0005
C (-1.71928, 2.19994, -5.22281)  0.0000
C (-1.70664, 1.38642, -6.33585)  0.0004
C (-1.33369, 0.06849, -6.15389)  0.0001
C (-0.96762, -0.43037, -4.92004)  0.0005
N (-1.30630, -0.83315, -7.32735)  0.0000
O (-1.57211, -0.34892, -8.40730)  0.0000
O (-1.02680, -1.99890, -7.12398)  0.0000
N (-2.08735, 3.62458, -5.38101)  0.0000
O (-1.94325, 4.34554, -4.41032)  0.0000
O (-2.51536, 3.97446, -6.45979)  0.0000
H (-1.43179, 2.40121, -3.11786)  0.0000
H (-1.97561, 1.76132, -7.31168)  0.0000
H (-0.66272, -1.46116, -4.81562)  0.0001
O (1.40029, -0.14037, 0.18649)  0.0601
S (2.32916, 0.99556, -0.23005)  0.0081
C (2.65092, 0.82542, -2.01634)  0.0037
C (4.16365, 0.83044, -2.18581)  0.0005
C (4.69692, -0.04653, -1.05423)  0.0000
C (4.01249, 0.45221, 0.21127)  0.0002
H (2.13823, 1.63216, -2.54137)  0.0001
H (2.21183, -0.13489, -2.28469)  0.0000
H (4.56024, 1.84536, -2.09940)  0.0000
H (4.44007, 0.44928, -3.16748)  0.0002
H (5.78020, 0.02241, -0.96004)  0.0000
H (4.43750, -1.09062, -1.24318)  0.0000
H (4.50967, 1.33845, 0.61117)  0.0000
H (3.90740, -0.28663, 1.00491)  0.0001



# 3
Molecular formula: C15H32BrFIO4P3SV
Method: DFT, the ωB97M-V functional and the def2-TZVPD basis

Properties
Total charge: +2
Molar mass: 678.156 g mol⁻¹
Spin multiplicity: 2
Kohn-Sham gap (spin up / spin down): 2.42 / 2.36 eV
Largest force on an atom: 2.46 eV/Å

Each line ends with the Löwdin spin population.
Element x y z (Å)
C (2.86364, -0.70766, 3.92749)  0.0000
O (3.02583, 0.47660, 3.17232)  0.0000
C (4.21121, 0.53286, 2.39725)  0.0000
C (4.13196, 1.77622, 1.52613)  0.0000
C (3.44700, 1.55608, 0.16931)  0.0000
C (2.45040, 2.65364, -0.19434)  0.0000
C (1.27421, 2.73732, 0.78983)  0.0000
C (-0.08301, 2.96907, 0.13192)  0.0001
C (-1.24912, 2.73878, 1.09928)  0.0001
C (-1.89840, 1.35017, 1.03434)  0.0001
C (-2.50046, 1.09698, -0.36604)  0.0004
P (-2.32581, -0.61196, -0.98980)  0.0043
C (-3.59202, -1.11962, -2.28660)  0.0037
C (-4.06939, -2.53988, -2.39840)  0.0036
O (-5.16795, -2.93343, -2.32158)  0.0062
I (-2.62242, -4.21191, -2.90757)  -0.0061
C (-1.03726, -1.72076, -0.28276)  0.0018
C (0.43326, -1.40040, -0.52114)  0.0000
C (1.34698, -2.22770, 0.33832)  0.0000
F (0.59328, -0.05850, -0.23226)  0.0002
P (-3.88777, -1.48266, 0.63426)  0.0012
S (-3.67345, -3.39938, 0.88539)  -0.0183
P (-0.84869, 0.24601, -2.77393)  0.0281
O (-0.91920, -1.04673, -3.77119)  0.0073
Br (-2.15336, 1.63016, -3.84625)  0.0062
H (2.74806, -0.45474, 4.98232)  0.0000
H (1.96748, -1.24323, 3.59744)  0.0000
H (3.72606, -1.37166, 3.82597)  0.0000
H (4.27687, -0.37259, 1.77400)  0.0000
H (5.10196, 0.54730, 3.03445)  0.0000
H (3.56888, 2.51887, 2.09730)  0.0000
H (5.13601, 2.18237, 1.39266)  0.0000
H (2.92192, 0.59248, 0.19418)  0.0000
H (4.19655, 1.48649, -0.62323)  0.0000
H (2.07504, 2.48852, -1.21094)  0.0000
H (2.98037, 3.61031, -0.21159)  0.0000
H (1.44647, 3.55819, 1.48969)  0.0000
H (1.23049, 1.81498, 1.38053)  0.0000
H (-0.13399, 3.99217, -0.24984)  0.0000
H (-0.15377, 2.32049, -0.75217)  0.0002
H (-2.03094, 3.49042, 0.96503)  0.0000
H (-0.87283, 2.84897, 2.11984)  0.0000
H (-2.70605, 1.31725, 1.76883)  0.0001
H (-1.17435, 0.59017, 1.33100)  0.0000
H (-3.57863, 1.29040, -0.35877)  0.0001
H (-2.05630, 1.77926, -1.08832)  -0.0002
H (-3.30711, -0.77804, -3.28301)  -0.0001
H (-4.50656, -0.59287, -1.99773)  0.0000
H (-1.23703, -1.69294, 0.79345)  0.0001
H (-1.25302, -2.73953, -0.60985)  0.0000
H (0.69524, -1.53804, -1.57548)  0.0001
H (1.41483, -3.25053, -0.02748)  0.0000
H (1.01130, -2.23368, 1.37736)  0.0000
H (2.33762, -1.77011, 0.32115)  0.0000
H (-5.14033, -1.11862, 0.11818)  0.0003
H (-3.77084, -0.69338, 1.78674)  -0.0002
H (-0.62092, -0.84141, -4.67158)  0.0003
O (-0.96446, -6.67426, -5.83649)  -0.1500
V (-1.07751, -5.36629, -5.06763)  1.1101